{
  "formula": "C28H30N6O3",
  "method": "the ωB97M-V functional and the def2-TZVPD basis",
  "species": ["C", "C", "O", "C", "C", "C", "C", "N", "C", "O", "C", "C", "N", "C", "C", "C", "C", "C", "O", "C", "C", "C", "C", "N", "N", "N", "N", "C", "C", "C", "C", "C", "C", "C", "C", "C", "C", "H", "H", "H", "H", "H", "H", "H", "H", "H", "H", "H", "H", "H", "H", "H", "H", "H", "H", "H", "H", "H", "H", "H", "H", "H", "H", "H", "H", "H", "H"],
  "xyz": [[-5.32885, -3.37628, -2.07872], [-4.89894, -3.51282, -0.62030], [-5.37840, -2.46065, 0.19117], [-4.75864, -1.25059, 0.16773], [-5.33852, -0.27609, 0.99978], [-4.81231, 0.98640, 1.08795], [-3.67957, 1.32555, 0.34354], [-3.13513, 2.57799, 0.39557], [-1.99280, 2.98620, -0.24566], [-1.59667, 4.13509, -0.13321], [-1.34382, 1.95635, -1.05607], [-0.04175, 2.31926, -1.71067], [1.07484, 1.54860, -1.15901], [2.28529, 1.74172, -1.95672], [3.35922, 0.76930, -1.60003], [4.45548, 0.87776, -0.79360], [5.12451, -0.36838, -0.85864], [4.38718, -1.14069, -1.69852], [3.31731, -0.46534, -2.14904], [1.30838, 1.75584, 0.27534], [1.42967, 3.21135, 0.74899], [2.00035, 3.28201, 2.15936], [0.25532, 1.02410, 1.03176], [-0.60833, 1.48435, 1.90831], [-1.33570, 0.44721, 2.30375], [-0.96744, -0.62026, 1.73013], [0.04415, -0.31111, 0.91628], [0.71654, -1.27966, 0.10619], [1.98389, -1.81996, 0.72770], [2.56666, -2.94706, 0.16029], [3.74104, -3.46533, 0.67219], [4.35177, -2.85960, 1.75732], [3.77419, -1.74189, 2.33085], [2.59435, -1.22559, 1.82166], [-1.89990, 0.73084, -1.18721], [-3.08690, 0.36068, -0.48841], [-3.63830, -0.92496, -0.56956], [-4.97625, -4.23290, -2.64678], [-6.41331, -3.33489, -2.13918], [-4.92739, -2.46792, -2.52107], [-3.80825, -3.59632, -0.53819], [-5.34458, -4.41327, -0.18805], [-6.20711, -0.55782, 1.57289], [-5.26182, 1.72199, 1.73739], [-3.55353, 3.25859, 1.01849], [-0.09796, 2.07278, -2.77607], [0.11005, 3.40257, -1.61101], [2.68657, 2.76299, -1.86523], [2.00889, 1.57412, -3.00156], [4.75646, 1.73997, -0.23381], [6.02553, -0.64344, -0.35126], [4.51565, -2.14564, -2.04641], [2.25995, 1.24678, 0.48682], [0.45371, 3.69385, 0.73201], [2.09306, 3.74465, 0.06397], [1.32322, 2.80243, 2.86092], [2.12267, 4.31932, 2.45964], [2.97144, 2.79009, 2.21284], [0.95507, -0.80318, -0.85229], [0.01249, -2.10021, -0.05970], [2.09153, -3.41851, -0.68805], [4.18082, -4.34427, 0.22459], [5.27021, -3.26188, 2.15733], [4.23853, -1.26733, 3.18231], [2.15134, -0.36252, 2.29684], [-1.41541, -0.01357, -1.80591], [-3.14978, -1.64078, -1.21192]],
  "nbo_charge": [-0.638, -0.062, -0.493, 0.281, -0.213, -0.207, 0.180, -0.550, 0.640, -0.644, -0.117, -0.256, -0.443, -0.263, 0.266, -0.302, -0.313, 0.100, -0.412, -0.127, -0.425, -0.610, 0.375, -0.330, -0.071, -0.063, -0.207, -0.256, -0.040, -0.205, -0.204, -0.217, -0.212, -0.166, -0.115, -0.123, -0.226, 0.214, 0.216, 0.211, 0.169, 0.194, 0.228, 0.215, 0.416, 0.208, 0.218, 0.192, 0.222, 0.230, 0.232, 0.205, 0.245, 0.253, 0.198, 0.225, 0.216, 0.190, 0.260, 0.235, 0.209, 0.213, 0.215, 0.215, 0.208, 0.211, 0.206],
  "de_lowest_ev": 0.436,
  "molar_mass_g_mol": 498.6,
  "fmax_ev_per_a": 1.4,
  "orbital_gap_ev": 7.95,
  "charge": 0,
  "smiles": "CCOc1ccc2[nH]c(=O)c(CN(Cc3ccco3)[C@@H](CC)c3nnnn3Cc3ccccc3)cc2c1"
}

{
  "formula": "C16H31N5OP",
  "method": "the ωB97M-V functional and the def2-TZVPD basis",
  "species": ["C", "C", "C", "C", "P", "C", "C", "C", "C", "C", "C", "O", "C", "C", "C", "C", "N", "N", "C", "C", "N", "N", "N", "H", "H", "H", "H", "H", "H", "H", "H", "H", "H", "H", "H", "H", "H", "H", "H", "H", "H", "H", "H", "H", "H", "H", "H", "H", "H", "H", "H", "H", "H", "H"],
  "xyz": [[4.09674, 0.90920, 0.67755], [2.87995, 0.95189, -0.06783], [1.60242, 0.19945, 0.51250], [1.17344, -1.15988, -0.18471], [2.06441, -1.95247, -1.64753], [3.93892, -2.03728, -1.40614], [4.42193, -3.59674, -1.43332], [1.68221, -0.91474, -3.19411], [0.12797, -0.49908, -3.14902], [-0.10343, -1.75631, 0.45978], [-0.82628, -1.05597, 1.63284], [-2.01947, -1.66947, 2.12736], [-2.99484, -1.43519, 1.02994], [-4.51202, -1.63735, 1.48566], [-5.40379, -1.57221, 0.11850], [-6.28054, -0.23185, 0.00573], [-0.31831, 0.14706, 2.14243], [0.76912, 0.63952, 1.57968], [1.19144, 1.97165, 2.18529], [0.55315, 3.23135, 1.37142], [0.30717, 4.38597, 2.30529], [-0.78359, 2.91146, 0.77248], [1.44748, 3.75597, 0.30145], [5.04213, 1.46486, 0.38722], [4.08644, 0.22411, 1.59476], [2.89272, 1.48816, -1.06962], [4.32067, -1.54732, -0.44849], [4.40747, -1.57701, -2.35850], [5.48261, -3.70471, -1.87164], [4.43927, -4.02362, -0.36556], [3.70991, -4.21811, -2.07770], [2.28741, 0.06601, -3.09188], [1.96602, -1.47928, -4.15635], [-0.09521, 0.21477, -2.26951], [-0.14648, 0.08243, -4.09884], [-0.57456, -1.40334, -2.99457], [-0.54974, -2.72676, 0.05187], [-2.81853, -0.34228, 0.69532], [-2.78981, -2.07985, 0.11088], [-4.81529, -0.75872, 2.14374], [-4.73329, -2.62866, 1.99862], [-4.66544, -1.54819, -0.77073], [-6.03961, -2.50783, -0.02242], [-6.79102, -0.19381, -1.02694], [-5.59288, 0.67917, 0.08883], [-7.04514, -0.22425, 0.84932], [0.73787, 2.05757, 3.24333], [2.31528, 2.05264, 2.32609], [1.17079, 4.92046, 2.46123], [-0.10969, 4.05270, 3.18684], [-0.58397, 2.31135, -0.04736], [-1.09728, 3.80774, 0.34514], [1.32708, 3.20268, -0.56287], [1.24819, 4.75412, 0.12455]],
  "nbo_charge": [-0.324, -0.292, 0.227, -0.269, 0.759, -0.711, -0.619, -0.683, -0.629, -0.177, 0.508, -0.492, -0.079, -0.434, -0.397, -0.621, -0.175, -0.116, -0.266, 0.412, -0.846, -0.839, -0.877, 0.250, 0.215, 0.259, 0.244, 0.244, 0.230, 0.219, 0.225, 0.214, 0.268, 0.195, 0.242, 0.224, 0.274, 0.189, 0.184, 0.224, 0.236, 0.186, 0.224, 0.225, 0.204, 0.218, 0.255, 0.260, 0.382, 0.380, 0.334, 0.386, 0.356, 0.391],
  "molar_mass_g_mol": 340.4,
  "fmax_ev_per_a": 5.3,
  "orbital_gap_ev": 6.96,
  "charge": 1,
  "smiles": "C=Cc1c(P(CC)CC)cc(OCCCC)n[n+]1CC(N)(N)N"
}

{
  "formula": "C31H41N4O9SSiTi",
  "method": "the ωB97M-V functional and the def2-TZVPD basis",
  "species": ["Ti", "C", "N", "C", "C", "C", "C", "C", "N", "C", "C", "C", "C", "C", "C", "H", "H", "H", "H", "H", "H", "H", "H", "H", "H", "H", "O", "C", "O", "C", "C", "C", "C", "C", "C", "N", "O", "O", "N", "O", "O", "H", "H", "H", "C", "C", "C", "C", "O", "Si", "S", "O", "C", "C", "C", "C", "O", "C", "C", "C", "C", "H", "H", "H", "H", "H", "H", "H", "H", "H", "H", "H", "H", "H", "H", "H", "H", "H", "H", "H", "H", "H", "H", "H", "H", "H", "H", "H"],
  "xyz": [[-0.77501, 1.18071, 0.07055], [1.70765, 3.04333, -0.98208], [0.32987, 2.58809, -1.17547], [-0.41106, 3.17608, -2.04889], [-1.74309, 2.72990, -2.21349], [-2.79795, 3.20408, -2.97674], [-3.89765, 2.39275, -2.66932], [-3.45835, 1.46866, -1.73197], [-2.14633, 1.64987, -1.44913], [2.54170, 2.96031, -2.23623], [2.63769, 1.75901, -2.93702], [3.39711, 1.68463, -4.09351], [4.07172, 2.80780, -4.56235], [3.97984, 4.00375, -3.86816], [3.21368, 4.07878, -2.71080], [2.14767, 2.42608, -0.19817], [1.70145, 4.07502, -0.61983], [-0.04151, 4.00909, -2.64702], [-2.76779, 4.03743, -3.66219], [-4.89461, 2.46475, -3.07365], [-4.02122, 0.68405, -1.26608], [2.11696, 0.88183, -2.56358], [3.46632, 0.74678, -4.63041], [4.66464, 2.74839, -5.46591], [4.50010, 4.88263, -4.22732], [3.13938, 5.01758, -2.17226], [-0.97184, 2.93742, 1.33617], [-0.60625, 2.14537, 2.24958], [-0.94398, 0.92956, 2.16976], [0.31122, 2.58592, 3.33239], [0.94212, 1.63774, 4.12213], [1.82587, 2.06866, 5.09021], [2.09735, 3.40404, 5.30225], [1.44453, 4.31924, 4.50171], [0.55968, 3.93700, 3.51377], [1.71472, 5.75450, 4.70693], [1.15465, 6.53748, 3.97041], [2.51856, 6.05105, 5.56495], [2.51034, 1.06782, 5.93123], [2.19520, -0.09247, 5.78214], [3.36386, 1.47128, 6.69253], [0.75049, 0.58404, 3.97461], [2.79440, 3.72057, 6.06309], [0.07427, 4.67578, 2.89172], [0.39605, -5.38016, 0.64215], [1.06533, -4.07019, 1.03570], [2.21799, -3.74966, 0.09200], [1.55506, -4.11075, 2.47429], [0.05171, -3.04989, 0.99396], [-0.33280, -1.94228, -0.12515], [1.02731, -0.34510, -0.21380], [-1.70157, -1.15903, 0.37777], [-2.79398, -1.70432, 1.18542], [-3.98187, -0.78029, 1.02252], [-2.33590, -1.75051, 2.63634], [-3.14361, -3.10374, 0.69462], [-0.48654, -2.77293, -1.51664], [-0.92557, -2.56920, -2.86581], [-2.24092, -1.80910, -2.90859], [0.15553, -1.79279, -3.60620], [-1.09464, -3.96360, -3.45040], [1.10879, -6.20638, 0.68671], [0.00628, -5.30478, -0.37494], [-0.43085, -5.59713, 1.32110], [2.96950, -4.53766, 0.15962], [2.68709, -2.80143, 0.36141], [1.87098, -3.69097, -0.94126], [2.34195, -4.85841, 2.59118], [0.73264, -4.36015, 3.14687], [1.95178, -3.13464, 2.75802], [-3.71362, 0.24026, 1.30798], [-4.80758, -1.10939, 1.65481], [-4.31808, -0.79178, -0.01283], [-2.06235, -0.75461, 2.97517], [-1.46904, -2.40592, 2.73316], [-3.13948, -2.13033, 3.27025], [-3.45497, -3.08336, -0.34965], [-3.96588, -3.50383, 1.29001], [-2.28663, -3.77186, 0.79473], [-2.13472, -0.83651, -2.43264], [-3.02884, -2.36926, -2.40436], [-2.54353, -1.64556, -3.94433], [0.26319, -0.79420, -3.17561], [-0.10658, -1.69103, -4.66076], [1.11269, -2.31179, -3.52906], [-1.82697, -4.52525, -2.86760], [-0.14519, -4.50215, -3.42611], [-1.43853, -3.90465, -4.48464]],
  "mulliken_spin": [1.021, 0.007, 0.008, -0.017, 0.010, -0.001, -0.003, 0.016, -0.037, -0.009, 0.001, 0.000, 0.000, 0.000, 0.000, 0.013, -0.001, 0.004, 0.001, 0.000, 0.006, 0.000, 0.000, 0.000, 0.000, 0.000, -0.008, -0.029, 0.007, -0.002, -0.003, -0.001, 0.001, -0.001, 0.005, 0.000, 0.000, 0.000, 0.000, 0.000, 0.000, 0.000, 0.000, 0.000, 0.000, 0.001, -0.002, 0.000, 0.012, 0.028, -0.030, -0.028, 0.005, 0.003, -0.001, 0.000, -0.003, 0.003, 0.003, 0.001, 0.000, 0.000, 0.000, 0.000, 0.000, 0.001, 0.000, 0.000, 0.000, 0.000, 0.009, 0.000, -0.001, 0.000, 0.000, 0.000, 0.000, 0.000, 0.000, 0.008, 0.000, 0.000, 0.002, 0.000, 0.000, 0.000, 0.000, 0.000],
  "de_lowest_ev": 0.000,
  "molar_mass_g_mol": 721.7,
  "multiplicity": 2,
  "fmax_ev_per_a": 0.7,
  "orbital_gap_ev": [6.98, 6.99],
  "charge": 0
}

> Among the records above, which one has the highest charge?

C16H31N5OP